(1)
# H10O5

A 5-piece molecular cluster, H10O5 overall (ωB97M-V with the def2-TZVPD basis set, OMol25).

Atoms and positions in Å:
1 H 1.3278 0.7965 -1.5371
2 H 2.7227 1.1898 -0.8366
3 H -0.2632 -0.8027 -1.5339
4 H 0.7295 -1.2867 -2.6139
5 H -0.6012 -2.2873 0.3822
6 H -0.1945 -0.7762 0.5515
7 H -0.1409 0.8110 1.5545
8 H 1.1716 0.8842 0.6865
9 H -2.5054 0.7161 2.4070
10 H -2.0644 -0.0767 1.0805
11 O 1.7655 1.4620 -0.9322
12 O 0.2815 -0.4733 -2.2785
13 O -0.8961 -1.3375 0.1471
14 O 0.7149 0.3710 1.3756
15 O -2.0477 0.8099 1.5473

Cartesian forces, eV/Å:
H 0.5 0.5 0.5
H -1.7 0.4 -0.4
H 0.0 0.1 -0.1
H -0.5 1.0 0.3
H -0.9 2.3 -0.6
H 0.4 0.2 0.3
H 0.3 0.1 0.0
H -0.1 0.2 -0.2
H 0.4 -0.1 -0.8
H -0.1 1.1 0.9
O 1.3 -0.9 -0.2
O 0.5 -1.1 -0.3
O 0.5 -2.7 0.2
O -0.3 -0.2 0.3
O -0.3 -1.0 0.0

Summary:
* structure (SMILES): O.O.O.O.O
* highest occupied orbital energy: -11.177 eV
* spin multiplicity: 1
* LUMO level: 0.503 eV

Here are the Mulliken charges for atoms 1 to 8, given in e:
1. H 0.4435
2. H 0.3276
3. H 0.4087
4. H 0.3204
5. H 0.3249
6. H 0.4977
7. H 0.3966
8. H 0.4294

***

(2)
# H10Si4

A 2-piece molecular cluster, H10Si4 overall (ωB97M-V with the def2-TZVPD basis set, OMol25).

Atoms and positions in Å:
1 Si 2.0372 -1.3852 -0.4626
2 Si 0.7887 2.2746 0.4344
3 Si -2.5440 -0.9465 0.2031
4 Si 1.6259 0.2100 1.1621
5 H 3.4871 -1.5603 -0.6283
6 H 1.5948 -2.7905 -0.2159
7 H 1.0838 -0.9141 -1.6424
8 H 0.2409 3.6287 0.9569
9 H -0.2074 2.2754 -0.6423
10 H 1.9509 2.7705 -0.2479
11 H -3.2928 -0.1693 -0.7781
12 H -2.4917 -2.3315 -0.1262
13 H -3.2141 -0.7313 1.4959
14 H -1.0593 -0.3304 0.4913

Cartesian forces, eV/Å:
Si -1.8 0.2 -1.9
Si -1.2 1.2 -1.0
Si 1.5 1.7 1.2
Si 0.0 0.1 2.2
H 0.2 0.4 -0.3
H -0.1 0.4 0.4
H 1.4 -0.7 0.5
H 0.5 -1.2 0.9
H -0.2 -0.6 -0.5
H 1.1 0.2 -0.5
H 0.1 0.1 -0.4
H 0.2 -0.9 -0.3
H -0.1 -0.2 0.1
H -1.5 -0.8 -0.6

Summary:
* highest occupied orbital energy (alpha / beta): -7.694 / -7.693 eV
* spin multiplicity: 1
* LUMO level (alpha / beta): -1.581 / -1.567 eV

Here are the Mulliken charges for atoms 1 to 8, given in e:
1. Si 0.3194
2. Si 0.3731
3. Si 0.4051
4. Si -0.0188
5. H -0.1120
6. H -0.0833
7. H -0.0813
8. H -0.1015

***

(3)
# H11O5S

A 7-piece molecular cluster, H11O5S overall (ωB97M-V with the def2-TZVPD basis set, OMol25).

Atoms and positions in Å:
1 S 1.8018 2.8914 -2.5883
2 H -2.2107 2.1177 2.8691
3 H -2.7270 -3.8493 2.1664
4 H -2.5856 1.5472 2.5621
5 O -1.8877 -3.4910 1.8520
6 H -0.9997 -4.2983 1.1710
7 H 0.0255 -4.3921 -0.1484
8 O -0.2316 -4.8712 0.6472
9 H -0.7785 -0.6601 1.2336
10 H -1.7676 -1.9536 1.4622
11 O -1.6857 -0.9639 1.2231
12 H 0.3151 2.1602 -1.0462
13 H -1.0872 1.7397 -1.3954
14 O -0.5244 1.8497 -0.6148
15 H 4.3182 4.6736 -2.9678
16 H 4.9529 3.2900 -3.0852
17 O 5.0722 4.2100 -3.3406

Cartesian forces, eV/Å:
S 0.2 0.2 -0.1
H -0.1 -0.1 -0.1
H 0.3 0.1 -0.2
H 0.2 0.1 0.1
O -0.4 0.0 0.3
H 0.4 -0.2 -0.4
H -0.2 0.1 0.3
O 0.0 -0.2 0.0
H 0.1 -0.3 0.0
H 0.4 0.5 0.0
O -0.7 -0.1 0.1
H -0.4 -0.1 0.2
H 0.1 -0.1 0.4
O 0.3 0.3 -0.5
H -0.4 -0.4 0.1
H -0.5 0.1 0.1
O 0.8 0.3 -0.2

Summary:
* charge: -2
* highest occupied orbital energy (alpha / beta): -1.784 / -1.348 eV
* spin multiplicity: 2
* LUMO level (alpha / beta): 5.752 / 5.154 eV

Here are the Mulliken charges for atoms 1 to 8, given in e:
1. S -0.9034
2. H 0.0826
3. H 0.1368
4. H -0.0837
5. O -1.0237
6. H 0.4590
7. H 0.2457
8. O -0.8145

***

(4)
# H11O5S

A 6-piece molecular cluster, H11O5S overall (ωB97M-V with the def2-TZVPD basis set, OMol25).

Atoms and positions in Å:
1 S -0.3339 0.9436 -2.1682
2 H -1.6329 1.3055 -2.0202
3 H 0.2872 -1.2954 0.7444
4 H -0.7181 -0.4331 -0.2183
5 O -0.5415 -1.3717 0.3909
6 H 1.3818 -3.5505 5.4930
7 H -0.0470 -3.4286 4.9533
8 O 0.5484 -3.0799 5.6147
9 H -0.2147 4.0612 -0.6490
10 H -0.6347 2.8731 0.1918
11 O -0.3396 3.8255 0.2081
12 H 1.0222 1.3957 1.3916
13 H 0.8505 1.1108 -0.2112
14 O 1.5209 1.3113 0.5683
15 H -0.0320 -1.9726 -4.9345
16 H -0.5547 -0.5442 -4.2180
17 O -0.5620 -1.1506 -5.1368

Cartesian forces, eV/Å:
S -0.5 0.0 0.0
H 0.3 -0.1 -0.1
H 3.4 0.6 1.4
H 1.2 -3.8 2.1
O -4.6 3.2 -3.7
H 0.5 -0.4 -0.2
H -0.5 -0.5 -0.7
O 0.0 0.9 1.0
H 0.6 0.7 -4.0
H 0.7 1.5 -0.3
O -1.4 -2.1 4.3
H -0.1 -0.2 -0.4
H 1.4 0.6 1.9
O -1.2 -0.5 -1.6
H -0.9 1.6 0.0
H 0.2 -2.2 -2.8
O 0.7 0.8 3.1

Summary:
* charge: -2
* highest occupied orbital energy (alpha / beta): 3.281 / -2.598 eV
* spin multiplicity: 2
* LUMO level (alpha / beta): 5.177 / 5.166 eV

Here are the Mulliken charges for atoms 1 to 8, given in e:
1. S -0.8245
2. H 0.0472
3. H 0.3622
4. H 0.2816
5. O -0.7169
6. H 1.1152
7. H 0.8039
8. O -2.8054

***

(5)
# H11O6

A 6-piece molecular cluster, H11O6 overall (ωB97M-V with the def2-TZVPD basis set, OMol25).

Atoms and positions in Å:
1 O -0.3168 0.5286 -1.0850
2 H -0.9023 -0.0960 -1.5328
3 O 0.5307 -1.6139 -0.0212
4 H 1.4808 -1.7371 -0.1504
5 H 0.2582 -0.7956 -0.6356
6 O 2.2198 1.3141 -1.8379
7 H 2.3565 2.1554 -1.4095
8 H 1.2605 1.1500 -1.8973
9 O 0.9661 0.4418 2.2496
10 H 0.6917 0.7262 1.3750
11 H 1.0917 -0.4810 2.0479
12 O -1.2834 2.7055 0.4185
13 H -0.8850 2.0378 -0.1600
14 H -2.0963 2.7544 -0.0699
15 O -2.0867 -3.4196 0.4606
16 H -2.1752 -2.6144 0.9533
17 H -1.3519 -3.2533 -0.1496

Cartesian forces, eV/Å:
O 0.1 -0.3 -0.5
H -0.3 0.6 -0.2
O 0.1 -0.1 -0.5
H -0.3 0.1 -0.1
H 0.5 0.0 1.3
O 0.7 -0.2 -0.6
H -0.3 0.2 0.2
H -0.5 -0.1 0.6
O 0.2 0.3 0.2
H -0.3 0.5 -0.3
H 0.0 -0.8 0.0
O 0.1 0.3 0.0
H 0.9 -1.0 -0.1
H -1.0 0.5 0.0
O 0.0 -0.8 -0.6
H 0.1 0.7 0.3
H 0.0 0.2 0.4

Summary:
* charge: -1
* highest occupied orbital energy: -5.375 eV
* spin multiplicity: 1
* LUMO level: 3.912 eV

Here are the Mulliken charges for atoms 1 to 8, given in e:
1. O -1.0463
2. H 0.1362
3. O -0.7174
4. H 0.2624
5. H 0.3958
6. O -0.6746
7. H 0.2811
8. H 0.3949

***

(6)
# H12LiO6

H12LiO6 as an isolated structure (ωB97M-V with the def2-TZVPD basis set, OMol25).

Atoms and positions in Å:
1 Li -0.3214 0.1353 0.0218
2 O 1.3406 -2.1187 0.0688
3 H 1.5276 -3.0407 0.3288
4 H 1.8796 -1.6907 0.6918
5 O -0.7194 -1.0627 1.4988
6 H -0.3454 -1.8767 1.2558
7 H -0.3314 -1.0057 2.3998
8 O 0.2656 -0.5807 -1.8012
9 H 0.8336 -1.2547 -1.3822
10 H 0.7836 -0.2767 -2.5242
11 O -0.5794 2.2643 -0.6802
12 H -0.8224 2.6103 0.2148
13 H -0.1004 2.9633 -1.1632
14 O 1.3926 1.0893 1.0328
15 H 1.8616 1.6623 1.6578
16 H 1.5846 1.4593 0.1528
17 O -2.5064 0.0683 -0.3612
18 H -2.7264 -0.2037 -1.2192
19 H -3.0174 0.8593 -0.1932

Cartesian forces, eV/Å:
Li -0.6 0.3 -0.3
O -0.5 -2.1 -0.4
H -0.3 0.1 -0.8
H 1.3 1.7 1.2
O -0.1 1.5 2.1
H 0.5 -2.0 -1.2
H -0.7 0.6 -0.6
O -0.2 -0.4 1.4
H -0.2 -0.1 -0.2
H 0.4 0.6 -1.1
O 0.0 0.3 0.8
H 0.4 0.0 -1.3
H -0.5 -0.3 0.5
O 0.2 0.1 -0.5
H -0.2 -0.2 -0.1
H 0.1 0.0 0.5
O 0.9 0.4 1.9
H -0.5 -0.6 -2.0
H -0.2 0.2 0.0

Summary:
* charge: +1
* highest occupied orbital energy: -15.189 eV
* spin multiplicity: 1
* LUMO level: -3.324 eV

Here are the Mulliken charges for atoms 1 to 8, given in e:
1. Li 0.7819
2. O -0.6966
3. H 0.3181
4. H 0.3201
5. O -0.5749
6. H 0.3309
7. H 0.3045
8. O -0.6082

***

Summary of energy above the lowest of the compared OMol25 structures with the same formula, charge and spin in kcal per mole
7.9 52.9 12.8 29.5 17.3 14.6
(order as listed above)
Summary of max |F| in eV Å⁻¹
2.7 2.6 0.9 6.7 1.4 2.5
(order as listed above)
Summary of electronic energy in Eh
-382.2116 -1163.7399 -780.9168 -780.8902 -458.0916 -466.0378
(order as listed above)